No. 1
Molecular formula: C17H20F3O3Tl
Method: DFT, ωB97M-V/def2-TZVPD

Geometry as XYZ:
```
44
Properties=species:S:1:pos:R:3:forces:R:3
H 1.88296 1.83389 2.63494 0.0 -0.4 -0.8
C -0.35392 -2.31093 2.66180 0.0 -0.5 -0.3
H -0.35619 1.06276 -4.95472 -0.3 -0.2 0.3
O -0.28121 0.07970 -1.61139 -4.1 1.6 -2.4
C -0.04591 -1.38331 -3.48632 -0.6 -1.8 -0.1
H 0.67480 2.79834 0.36881 0.4 -0.4 0.2
O -0.47584 0.71443 3.28624 -1.4 1.2 0.4
H 2.48364 -3.10955 1.08025 0.3 0.1 -0.2
C -1.44153 1.47575 3.04093 1.0 -0.9 -0.5
C -0.82813 -2.63320 1.34291 1.0 -1.3 0.6
H 3.36289 -0.44098 -0.80817 0.2 -0.4 -0.2
H -0.11805 -2.16954 -2.65936 0.0 1.3 -1.0
H 1.16413 0.80106 -4.16679 -0.3 0.4 0.3
H -0.97728 -2.00135 3.50832 0.3 0.0 -0.5
H -2.51606 1.05539 -3.66151 0.5 -0.8 0.5
O -2.05084 1.65244 1.95076 -0.2 0.6 1.4
C 2.04772 1.47857 1.59834 0.1 0.3 0.6
F -3.30772 2.10571 4.38128 0.4 0.5 0.5
C 1.90055 1.24515 -0.69090 1.4 -0.2 1.2
H -1.86558 -2.66623 1.01424 0.2 0.0 0.1
C -2.07173 0.28048 -2.98453 1.5 -1.1 -0.1
C -1.77304 0.72317 -1.57834 0.9 1.2 1.4
H -1.56243 1.85525 -1.50666 -0.5 -1.8 0.2
C -0.46416 -0.00672 -3.05285 -3.0 -0.7 -0.7
H -2.62004 -0.68533 -2.98582 0.1 0.7 -0.2
C 1.47648 -2.87901 1.36798 -1.5 0.3 0.9
H 1.70895 -2.25149 3.51425 0.1 0.2 0.2
F -1.76135 3.65437 4.00611 -0.4 -0.5 0.6
C 0.10042 1.03921 -3.95725 2.0 0.0 -0.6
F -1.37649 2.02873 5.43635 -0.6 0.4 -0.6
C 0.31910 -3.01290 0.55496 -0.2 -0.1 0.9
C 1.05720 -2.43295 2.67902 -0.6 -0.7 -1.7
C 2.90620 0.43301 1.22613 0.2 -0.2 -1.0
H 0.30318 -3.34482 -0.48631 0.0 0.2 0.3
H 0.05857 2.02550 -3.53793 -0.1 0.6 0.3
Tl -0.49670 -0.11128 0.75574 1.2 -0.1 1.8
H 1.65116 1.39742 -1.73297 0.0 0.0 0.2
H -0.61137 -1.77077 -4.38112 0.3 0.5 0.7
C 1.40218 1.97499 0.43900 0.4 0.2 -1.0
H -2.51998 0.39207 -0.73914 1.9 0.5 -1.5
H 3.53235 -0.16656 1.88986 -0.3 0.2 -0.1
C 2.83123 0.26035 -0.20100 -1.1 1.9 0.8
H 0.97933 -1.31437 -3.80531 0.7 -0.3 0.0
C -1.96749 2.32357 4.25014 0.3 -0.3 -0.7
```
Positions in Å, forces in eV/Å.

Properties
Total charge = -2
HOMO energy = 0.366 eV
HOMO-LUMO gap = 0.1531 Ha
Electronic energy = -1357.44007 Eh


No. 2
Molecular formula: C17H20MnN7OS
Method: DFT, ωB97M-V/def2-TZVPD

Geometry as XYZ:
```
47
Properties=species:S:1:pos:R:3:forces:R:3
H 1.39754 -2.01870 1.47237 -0.1 0.3 0.3
C -0.80879 2.43709 -0.32971 0.0 1.0 0.0
C 3.38024 -1.87235 -0.65159 -0.5 0.1 0.0
H 2.77436 -2.77755 -0.70341 0.1 0.3 0.1
H -3.38050 3.00092 -1.09334 0.1 0.1 -0.2
H 2.50108 3.80531 -0.14982 0.5 -0.5 0.0
C -3.14587 -3.93228 0.76180 0.9 -0.3 0.9
N 0.49751 2.67019 -0.35459 0.1 -0.4 -0.1
H -3.85782 -2.54096 -2.26424 0.2 0.0 0.3
H 5.23582 -2.91516 -0.78162 0.0 0.1 0.2
H 0.13962 0.74361 2.37735 1.1 -0.1 0.1
H 1.58499 1.33162 2.59448 -0.5 -0.4 -0.1
N -1.29697 -2.67221 -0.07606 0.7 0.0 -0.3
N 1.27751 1.55735 -0.53466 0.9 1.3 0.4
N -6.37946 -3.97012 -0.71266 1.9 0.1 0.7
C -5.24714 -3.82485 -0.45729 -3.1 -0.4 -0.9
H -3.90529 1.91060 0.82558 -0.1 0.2 0.3
N 2.71878 -0.70518 -0.55786 -0.2 0.4 -0.5
C -3.88621 -3.53131 -0.33448 -0.5 0.3 -0.6
C 4.80652 0.46245 -0.53440 -0.8 0.0 -0.1
H 6.57907 -0.73071 -0.44207 -0.9 -0.3 -0.4
O 1.10231 0.54313 2.28718 -0.8 0.3 -0.1
C 3.26603 3.02167 -0.32380 -1.1 0.7 0.0
C -3.30217 -2.76879 -1.35828 1.4 0.4 -0.3
C 3.39336 0.48186 -0.55221 0.7 -1.1 0.2
H 5.38940 1.38148 -0.49777 -0.3 -0.2 0.0
H -1.19212 -3.72035 1.68479 -0.2 -0.2 0.0
C -0.04788 -2.08330 0.22302 -1.6 0.1 -0.2
C -3.06211 3.55233 -0.21164 0.4 1.0 0.3
C -1.99206 -2.36744 -1.21949 -1.1 -0.1 -0.6
C -3.77938 2.98795 0.99355 0.0 -0.8 0.9
H -1.45878 -1.80878 -1.98066 -0.1 -0.1 0.1
C 4.75498 -1.95245 -0.65588 0.4 0.4 -0.2
H 3.96214 2.99817 0.49589 0.3 0.0 0.5
C 2.57863 1.70483 -0.47196 -0.5 0.3 -0.4
H -4.77785 3.41179 1.14361 0.2 0.0 -0.2
H 3.82641 3.32209 -1.20948 0.0 -0.3 -0.2
C -1.85244 -3.52154 0.85725 -0.4 -0.1 0.8
N 0.50354 -2.46132 1.28519 1.4 -0.5 0.2
S -1.56784 0.87675 -0.54337 0.8 -0.6 -0.1
H -3.31137 4.61303 -0.34961 0.0 -0.3 -0.1
C 5.47536 -0.76015 -0.56893 0.5 0.2 0.4
N -1.59378 3.53781 -0.11992 0.8 -1.4 -0.2
H -1.07210 4.37837 0.13459 -0.4 -0.4 -0.3
H -3.23245 3.09460 1.95866 -0.2 0.2 -0.8
H -3.59713 -4.56148 1.53254 0.3 0.2 -0.3
Mn 0.60231 -0.32803 -0.58704 -0.5 0.1 0.5
```
Positions in Å, forces in eV/Å.

Properties
Total charge = +1
HOMO energy (spin up / spin down) = -8.808 / -11.579 eV
2S+1 = 6
HOMO-LUMO gap (spin up / spin down) = 0.1300 / 0.2604 Ha
Electronic energy = -2667.24763 Eh
Energy relative to the best compared isomer or geometry (same formula, charge and spin) = 83.5 kJ/mol


No. 3
Molecular formula: C17H20N2O2
Method: DFT, ωB97M-V/def2-TZVPD

Geometry as XYZ:
```
41
Properties=species:S:1:pos:R:3:forces:R:3
H 0.43714 3.24865 -0.51320 -0.3 0.1 0.1
H -1.06296 -3.09085 -2.53322 0.2 0.3 0.1
C -1.39858 2.17842 0.04992 -0.6 0.6 -1.2
C -0.55878 -2.14772 -2.78480 -0.2 0.0 -0.7
H -3.38131 1.28307 0.18259 0.1 0.4 0.0
C -0.30837 -0.17103 5.38102 0.3 -0.1 0.1
H 0.10077 -2.30842 -3.64323 -0.3 0.1 0.1
C -0.35253 -0.91279 -0.74090 0.8 -1.9 0.1
N -2.60441 3.88424 -1.83555 -0.5 0.9 -0.4
H -1.44459 -0.87685 -0.75417 0.4 0.4 0.1
C -3.33402 2.95010 -1.21970 1.0 -0.6 0.6
C -2.79254 2.07370 -0.27798 0.4 0.5 -0.4
H 5.49461 -2.13897 -2.15640 -0.3 0.0 0.0
H 4.04321 -4.17717 -2.20965 -0.2 0.4 0.0
C -1.41802 0.12174 4.39856 0.4 0.0 -0.1
H 0.27108 1.26716 1.07272 0.1 0.6 0.4
O -0.74862 0.56644 3.19058 -0.7 -0.4 0.7
H -1.30640 -1.38284 -3.02022 0.1 -0.3 -0.1
H 1.55384 -3.91788 -2.11964 0.2 0.2 0.1
C 3.59955 -3.18737 -2.07849 -0.1 0.4 0.0
H -0.71452 -0.37753 6.37447 0.0 0.0 -0.1
H 0.37416 0.68266 5.45706 -0.2 -0.1 0.0
C 3.84741 -0.78314 -1.81020 -0.1 -0.4 0.3
C -0.63848 3.15736 -0.67547 -0.8 -0.1 0.1
H -2.00768 -0.79055 4.20418 0.0 0.6 0.0
O -2.77180 0.52104 2.13739 0.8 0.1 0.5
H -2.06027 0.92839 4.79441 0.1 -0.4 -0.4
H 4.46842 0.11535 -1.83588 -0.2 -0.3 0.2
C 1.65594 -1.79470 -1.71712 1.3 0.0 -0.2
C -0.80614 1.35722 1.01799 -0.1 -1.1 0.9
H 0.23581 -0.62612 0.13174 -0.4 -0.1 -0.4
H 2.02714 0.29626 -1.31383 0.1 -0.2 -0.3
C -1.57001 0.79547 2.12397 0.2 0.0 -1.5
C 2.47717 -0.66868 -1.56167 0.0 -0.1 -0.3
H -0.75457 4.81628 -2.04090 -0.2 -0.2 0.0
H -4.39250 2.86333 -1.47816 0.3 0.2 -0.1
N 0.24705 -1.62700 -1.68307 -1.4 1.5 1.3
C -1.30605 4.01342 -1.54821 0.1 -1.1 0.4
C 4.41645 -2.04796 -2.02076 -0.4 0.1 -0.1
H 0.27461 -1.03988 5.05212 -0.1 0.2 0.1
C 2.20878 -3.05287 -1.99632 0.1 0.2 0.2
```
Positions in Å, forces in eV/Å.

Properties
HOMO energy = -5.918 eV
HOMO-LUMO gap = 0.1577 Ha
Electronic energy = -919.66087 Eh
Energy relative to the best compared isomer or geometry (same formula, charge and spin) = 403.1 kJ/mol


No. 4
Molecular formula: C17H20N2O3S2
Method: DFT, ωB97M-V/def2-TZVPD

Geometry as XYZ:
```
44
Properties=species:S:1:pos:R:3:forces:R:3
C -1.05152 2.12378 -0.60392 0.0 0.3 -0.2
C 2.93727 0.98991 2.33722 -0.5 -0.4 -0.4
C -2.91275 -3.30622 -0.13346 0.0 0.0 0.0
H 1.44452 -4.93702 -0.04468 0.1 -0.1 0.0
H 2.29265 -2.92327 1.06295 0.0 -0.1 0.1
H 3.91739 1.29608 1.99166 0.1 -0.1 -0.2
H 0.14098 -1.70152 -2.33711 0.1 -0.1 0.0
H -1.02946 0.27511 0.16913 0.1 0.2 0.1
C -1.45977 1.58525 -1.82879 -0.1 -0.7 -0.1
H -0.55634 3.91529 0.44150 0.0 0.0 0.0
S 2.27655 -0.05219 1.02320 0.3 0.1 0.0
H 0.74690 -0.13169 -1.74590 0.0 -0.1 0.0
C -0.57782 -4.24827 -0.13058 -0.1 0.1 0.0
H 3.02713 0.38416 3.22908 0.0 -0.1 0.2
C -1.45451 -3.22715 0.19863 0.1 -0.1 0.0
H 0.25355 -0.31450 -3.45390 0.1 0.0 0.0
H 0.54316 0.45505 3.35310 -0.2 0.1 -0.1
H -0.97941 5.37856 -1.49584 0.0 0.1 0.0
C 0.06082 -0.62294 -2.43045 -0.3 0.1 0.0
C -1.11871 4.31217 -1.59047 0.0 -0.1 -0.1
O 0.19842 2.51810 2.02640 0.0 0.2 0.1
H -0.94366 -5.13374 -0.62852 -0.1 -0.1 0.0
O 3.25883 -1.04006 0.70885 0.2 -0.2 0.2
C -0.96337 -2.08819 0.82702 0.1 0.1 0.1
C 0.76384 -4.13294 0.19139 0.1 0.1 0.0
C -1.53468 3.77415 -2.79659 0.0 0.1 -0.1
C -0.17686 1.44358 1.60189 -0.4 -0.1 0.4
O 1.82132 0.76590 -0.06685 0.2 0.3 0.2
H -3.16623 -2.53936 -0.86525 -0.1 0.0 0.0
N -0.84739 1.23739 0.45135 -0.4 -0.3 -0.1
C -0.88182 3.49901 -0.49688 0.1 0.1 0.2
H -1.68649 -1.32805 1.08496 0.0 0.1 0.0
H -1.72296 4.41388 -3.64521 0.0 0.1 -0.1
H -3.16469 -4.27876 -0.54693 -0.1 -0.1 0.0
C 1.24839 -3.00323 0.82091 0.0 -0.2 -0.1
N 0.92941 -0.80076 1.74886 0.8 0.6 0.1
H -2.03026 1.96536 -3.84395 0.0 -0.1 -0.1
C 0.38929 -1.94710 1.12410 0.0 -0.7 -0.3
H 2.30032 1.85401 2.48316 -0.1 0.1 0.0
H -3.51979 -3.13508 0.75403 -0.1 0.0 0.0
H -0.88313 -0.31457 2.65966 0.1 0.0 0.0
C -1.70679 2.40547 -2.91281 0.0 0.2 0.0
C 0.06820 0.15929 2.41202 0.0 0.4 0.4
S -1.65289 -0.18917 -1.99496 0.0 0.3 -0.2
```
Positions in Å, forces in eV/Å.

Properties
HOMO energy = -8.591 eV
HOMO-LUMO gap = 0.3386 Ha
SMILES = CSc1ccccc1NC(=O)CN(c1cccc(C)c1)S(C)(=O)=O
Electronic energy = -1791.41708 Eh
Energy relative to the best compared isomer or geometry (same formula, charge and spin) = 52.6 kJ/mol


No. 5
Molecular formula: C17H20N2O3S2
Method: DFT, ωB97M-V/def2-TZVPD

Geometry as XYZ:
```
44
Properties=species:S:1:pos:R:3:forces:R:3
C 0.23374 0.71625 -1.73130 7.5 -3.0 -7.8
H -1.08361 -1.84489 2.23159 0.1 0.4 1.0
C -0.05382 -0.17260 0.41062 -0.7 -8.8 6.7
C -2.35610 3.15069 2.65300 -2.3 3.8 2.5
H 2.85832 0.60153 -3.79465 -2.9 -1.5 0.4
O 0.33990 -3.98677 -1.81483 -1.1 3.8 -2.2
C -0.97732 1.39129 1.97491 2.2 -0.5 -7.4
H 0.10357 -1.17494 3.28954 2.3 -0.5 1.1
C 1.76047 -0.18869 -3.48315 -0.2 8.2 -10.2
H 3.43981 -2.70329 -1.49635 -3.3 0.4 0.1
C -2.18984 3.70252 4.98882 -7.2 2.7 -0.1
C -1.43292 2.20372 2.95328 -3.4 2.2 -7.2
H -2.04885 -2.52503 -3.18916 3.3 1.4 0.9
H 0.20511 -1.32235 0.16402 -0.7 2.5 0.7
H 3.59686 -0.28150 -1.62023 -1.1 -0.8 -0.2
H -0.27541 1.02359 4.51265 -2.5 2.7 -2.0
H -1.15809 -1.60257 -1.87167 0.4 0.5 0.6
C 0.14338 0.71592 -0.43981 -3.4 6.6 5.7
C 2.08254 -2.23904 -1.57475 15.7 7.2 -6.0
O -0.24995 1.27506 -2.61253 -6.1 4.4 -3.3
C 2.14459 -1.42815 -4.04071 2.1 -4.8 3.8
H 1.62995 -1.93139 -4.81660 -0.6 0.2 -1.1
C -0.80135 -0.95534 2.85883 6.8 -3.1 -11.6
H -2.86540 4.07780 5.83007 1.7 0.3 -0.7
C -1.42601 2.64999 5.22923 -1.5 2.9 -1.8
H -0.89378 -1.22350 -3.61850 0.1 2.9 -1.9
C -0.66965 0.12527 1.83434 2.0 -1.8 -2.4
H 2.28615 -0.38935 -0.25467 1.2 -0.6 -2.3
H 1.83923 -2.46311 -0.76708 -5.7 -4.6 11.7
H -2.59047 3.49473 1.70287 -0.6 -0.2 -1.9
N 1.40029 0.06548 -2.29737 2.8 -2.7 10.8
S -0.66814 2.19581 0.25306 0.3 0.0 1.4
H -1.40430 -0.79435 3.47675 -9.3 2.5 9.3
C -2.88641 3.91009 3.72148 12.8 -11.5 1.6
C -1.12605 2.02085 4.11744 8.7 -8.8 10.9
H 0.72517 0.29499 -4.22734 3.2 -1.1 1.8
C 2.59116 -0.70364 -1.35703 -4.5 1.7 1.3
C -0.97949 -1.90565 -2.87722 -4.2 -3.7 -0.3
H 3.23943 -1.58074 -4.17491 -0.8 0.1 0.1
O 0.18963 -3.91526 -4.13565 0.1 1.6 -3.1
H -1.27487 2.53875 6.18858 1.8 -1.7 4.5
S 0.33166 -3.01343 -3.04907 -1.4 -9.3 7.0
N 1.73064 -2.36734 -2.79549 -2.0 -0.4 -8.6
H -3.45974 4.55860 3.64903 -9.6 10.6 -1.5
```
Positions in Å, forces in eV/Å.

Properties
HOMO energy = -8.719 eV
HOMO-LUMO gap = 0.3088 Ha
Electronic energy = -1790.68419 Eh
Energy relative to the best compared isomer or geometry (same formula, charge and spin) = 1976.8 kJ/mol


No. 6
Molecular formula: C17H20N2O6
Method: DFT, ωB97M-V/def2-TZVPD

Geometry as XYZ:
```
45
Properties=species:S:1:pos:R:3:forces:R:3
O 2.99501 3.23465 1.34803 0.1 0.3 0.1
O 0.31307 0.79537 1.90607 -0.2 -0.2 -0.1
O -0.52652 1.63635 -4.15153 -0.1 0.3 0.4
H -3.65693 -1.14104 0.55715 0.0 -0.2 0.0
C -1.08985 2.07334 -1.77945 0.1 0.0 -0.5
H 3.73276 2.86567 3.25114 0.1 0.0 -0.1
C 2.19425 2.11194 1.10547 -0.3 -0.3 -0.1
H -1.57847 2.02760 0.29814 0.0 0.1 0.1
H 1.66031 -2.92155 2.00555 0.0 -0.1 0.0
H 0.55621 -4.25534 2.39691 -0.1 -0.1 0.0
N -1.39612 -3.40285 0.78776 0.1 -0.2 -0.1
H 0.67268 0.39955 -5.28295 -0.2 0.0 0.2
H -1.07355 -1.82706 -1.50912 0.0 -0.2 0.0
C -0.39533 -1.34280 1.34769 -0.5 -0.2 0.0
H 2.80745 1.24353 0.82326 -0.1 0.1 0.0
H 1.19486 -4.09110 0.76027 0.0 -0.1 -0.1
C -1.36527 1.43039 -0.57428 -0.1 -0.2 0.1
H -1.33297 -4.40994 0.73825 -0.1 0.2 0.0
C -1.07916 -0.75204 -1.57441 0.1 0.1 -0.4
C 0.84987 -3.53686 1.63242 0.2 0.1 0.1
C -2.66494 -2.87656 0.57409 0.0 -0.1 0.2
C 4.08793 3.01137 2.22101 0.2 0.1 0.1
C -0.81719 -0.11618 -2.76069 0.0 0.5 0.2
C 1.30693 1.72716 2.30228 0.7 0.3 0.1
N -2.75729 -1.54501 0.76996 -0.1 0.3 0.2
O -3.59748 -3.59183 0.28688 -0.3 -0.3 -0.2
H -1.91349 0.15067 1.60060 0.1 -0.2 -0.2
O -0.52100 -0.66156 -3.98029 -0.1 -0.2 0.4
C 0.69574 -0.49820 1.82547 0.4 -0.2 0.2
H -1.09065 3.14701 -1.86167 0.0 0.2 0.0
C -0.34384 0.42872 -4.85944 0.3 -0.1 -1.2
H 1.54722 2.37910 0.26438 0.0 -0.1 0.1
H 5.36481 4.36048 1.13983 0.1 0.0 -0.1
C -0.81977 1.27684 -2.86443 0.0 -0.5 0.2
O 1.81315 -0.85640 2.13025 0.0 0.2 0.0
H 4.45815 5.11353 2.45108 0.0 0.1 0.1
H 1.91182 1.29286 3.10500 -0.1 0.1 -0.1
H -1.07936 0.36607 -5.67760 0.1 0.0 0.3
C 5.00465 4.22269 2.15530 -0.3 -0.3 0.0
C -1.64190 -0.62134 0.87082 0.3 0.2 -0.1
H 5.85161 4.08385 2.82119 0.1 0.0 0.1
C -0.32016 -2.69228 1.25654 0.2 0.5 0.2
H 4.62745 2.10343 1.91333 -0.1 0.0 0.0
C -1.35889 0.05011 -0.46286 -0.2 0.3 0.1
H 0.76981 2.60564 2.66540 0.1 -0.1 0.0
```
Positions in Å, forces in eV/Å.

Properties
HOMO energy = -8.220 eV
HOMO-LUMO gap = 0.3264 Ha
SMILES = CCOCCOC(=O)C1=C(C)NC(=O)N[C@@H]1c1ccc2c(c1)OCO2
Electronic energy = -1220.77583 Eh
Energy relative to the best compared isomer or geometry (same formula, charge and spin) = 78.7 kJ/mol


What is the electronic energy in the third record? -919.66087 Eh


Please write out number 1 again, unchanged.
Molecular formula: C17H20F3O3Tl
Method: DFT, ωB97M-V/def2-TZVPD

Geometry as XYZ:
```
44
Properties=species:S:1:pos:R:3:forces:R:3
H 1.88296 1.83389 2.63494 0.0 -0.4 -0.8
C -0.35392 -2.31093 2.66180 0.0 -0.5 -0.3
H -0.35619 1.06276 -4.95472 -0.3 -0.2 0.3
O -0.28121 0.07970 -1.61139 -4.1 1.6 -2.4
C -0.04591 -1.38331 -3.48632 -0.6 -1.8 -0.1
H 0.67480 2.79834 0.36881 0.4 -0.4 0.2
O -0.47584 0.71443 3.28624 -1.4 1.2 0.4
H 2.48364 -3.10955 1.08025 0.3 0.1 -0.2
C -1.44153 1.47575 3.04093 1.0 -0.9 -0.5
C -0.82813 -2.63320 1.34291 1.0 -1.3 0.6
H 3.36289 -0.44098 -0.80817 0.2 -0.4 -0.2
H -0.11805 -2.16954 -2.65936 0.0 1.3 -1.0
H 1.16413 0.80106 -4.16679 -0.3 0.4 0.3
H -0.97728 -2.00135 3.50832 0.3 0.0 -0.5
H -2.51606 1.05539 -3.66151 0.5 -0.8 0.5
O -2.05084 1.65244 1.95076 -0.2 0.6 1.4
C 2.04772 1.47857 1.59834 0.1 0.3 0.6
F -3.30772 2.10571 4.38128 0.4 0.5 0.5
C 1.90055 1.24515 -0.69090 1.4 -0.2 1.2
H -1.86558 -2.66623 1.01424 0.2 0.0 0.1
C -2.07173 0.28048 -2.98453 1.5 -1.1 -0.1
C -1.77304 0.72317 -1.57834 0.9 1.2 1.4
H -1.56243 1.85525 -1.50666 -0.5 -1.8 0.2
C -0.46416 -0.00672 -3.05285 -3.0 -0.7 -0.7
H -2.62004 -0.68533 -2.98582 0.1 0.7 -0.2
C 1.47648 -2.87901 1.36798 -1.5 0.3 0.9
H 1.70895 -2.25149 3.51425 0.1 0.2 0.2
F -1.76135 3.65437 4.00611 -0.4 -0.5 0.6
C 0.10042 1.03921 -3.95725 2.0 0.0 -0.6
F -1.37649 2.02873 5.43635 -0.6 0.4 -0.6
C 0.31910 -3.01290 0.55496 -0.2 -0.1 0.9
C 1.05720 -2.43295 2.67902 -0.6 -0.7 -1.7
C 2.90620 0.43301 1.22613 0.2 -0.2 -1.0
H 0.30318 -3.34482 -0.48631 0.0 0.2 0.3
H 0.05857 2.02550 -3.53793 -0.1 0.6 0.3
Tl -0.49670 -0.11128 0.75574 1.2 -0.1 1.8
H 1.65116 1.39742 -1.73297 0.0 0.0 0.2
H -0.61137 -1.77077 -4.38112 0.3 0.5 0.7
C 1.40218 1.97499 0.43900 0.4 0.2 -1.0
H -2.51998 0.39207 -0.73914 1.9 0.5 -1.5
H 3.53235 -0.16656 1.88986 -0.3 0.2 -0.1
C 2.83123 0.26035 -0.20100 -1.1 1.9 0.8
H 0.97933 -1.31437 -3.80531 0.7 -0.3 0.0
C -1.96749 2.32357 4.25014 0.3 -0.3 -0.7
```
Positions in Å, forces in eV/Å.

Properties
Total charge = -2
HOMO energy = 0.366 eV
HOMO-LUMO gap = 0.1531 Ha
Electronic energy = -1357.44007 Eh